#w
C4H7NO | wB97M-V/def2-TZVPD

Properties
* HOMO-LUMO gap: 11.4 eV

```
! wB97M-V def2-TZVPD RIJCOSX def2/J DEFGRID3
* xyz 0 1
N 0.2210 -1.1441 -2.7193
C 0.4474 -1.0889 -1.5861
C 0.6117 -0.9541 -0.1371
C 0.7300 0.5182 0.2686
C -0.7546 1.0842 0.4252
O -1.6061 0.2430 1.1604
H -0.3414 -1.3887 0.3475
H 1.3422 -1.6497 0.2732
H 1.3238 0.6191 1.1908
H 1.1714 1.1631 -0.5037
H -0.6327 2.0418 0.9421
H -1.1564 1.2502 -0.5926
H -1.3561 -0.6941 0.9311
*
```

---

#x
C4H7NO | wB97M-V/def2-TZVPD

Properties
* HOMO-LUMO gap (spin up / spin down): 7.7 / 7.7 eV

```
! wB97M-V def2-TZVPD RIJCOSX def2/J DEFGRID3
* xyz 0 1
C 0.3323 -1.6314 -0.3399
C 0.2464 -0.4620 0.6123
N 1.1622 0.5354 0.5196
C -0.4233 1.5687 -0.7933
C -0.9232 0.7945 0.2508
O -1.7946 0.9309 1.0729
H 1.1252 -2.3136 -0.0114
H 0.5542 -1.3155 -1.3622
H -0.6117 -2.1851 -0.3326
H -0.1216 -0.7325 1.6045
H 1.1836 1.0784 1.3860
H 0.3047 1.1713 -1.4821
H -1.0180 2.4267 -1.1102
*
```

---

#y
C4H7NO | wB97M-V/def2-TZVPD

Properties
* HOMO-LUMO gap: 8.3 eV

```
! wB97M-V def2-TZVPD RIJCOSX def2/J DEFGRID3
* xyz 0 1
O 1.8446 0.6771 0.5093
C 0.9319 0.2258 -0.4632
C 0.2816 -1.1865 -0.4067
C -1.1567 -0.5715 -0.6776
N -1.1941 0.3296 0.7129
C -0.4658 0.7741 -0.4823
H 1.3644 0.7459 1.3435
H 1.4065 0.4037 -1.4323
H 0.4162 -1.7261 0.5413
H 0.6076 -1.8592 -1.2082
H -0.8011 -0.1544 1.5021
H -2.0138 0.8769 0.9391
H -0.7990 1.7448 -0.8435
*
```

---

#z
C4H7NO | wB97M-V/def2-TZVPD

Properties
* HOMO-LUMO gap: 9.3 eV

```
! wB97M-V def2-TZVPD RIJCOSX def2/J DEFGRID3
* xyz 0 1
C 0.6255 -0.9428 -1.2638
C 0.3963 0.6625 -0.9176
N -0.8647 0.2934 -0.3893
C -1.0622 0.0123 0.8335
C -0.3525 0.5443 2.0165
O -0.7418 0.3303 3.1436
H 0.6221 -1.0004 -2.3492
H -0.1661 -1.6667 -0.9554
H 1.5387 -1.2761 -0.7925
H 1.0216 1.3463 -0.2746
H 0.3783 1.1320 -1.9067
H -1.8880 -0.6683 1.0304
H 0.4929 1.2329 1.8251
*
```

---

The winner here is #w, beating the second structure by 160.3 kJ/mol.

---

#w
C4H7NO | wB97M-V/def2-TZVPD

Properties
* HOMO-LUMO gap: 11.0 eV

```
! wB97M-V def2-TZVPD RIJCOSX def2/J DEFGRID3
* xyz 0 1
C 1.8263 -0.1711 0.0364
C 0.4004 0.0584 -0.3957
C -0.6360 -0.9864 -0.2362
N -0.6335 0.1618 0.6500
C -1.6985 1.0630 0.5029
O -2.6946 0.8679 -0.1516
H 2.3996 0.7604 0.0742
H 2.3234 -0.8477 -0.6682
H 1.8438 -0.6299 1.0290
H 0.2625 0.7107 -1.2598
H -1.4419 -1.0317 -0.9634
H -0.3787 -1.9189 0.2598
H -1.5728 1.9636 1.1226
*
```

---

#x
C4H7NO | wB97M-V/def2-TZVPD

Properties
* HOMO-LUMO gap: 9.1 eV

```
! wB97M-V def2-TZVPD RIJCOSX def2/J DEFGRID3
* xyz 0 1
O -1.3630 -1.7711 0.8565
C -0.5413 -0.8236 1.1998
C -0.2953 0.8266 -1.0547
N 0.9594 0.4494 -0.4102
C 0.1919 1.5682 0.1299
C 0.7453 -0.7864 0.3677
H -1.0675 -2.3520 0.1119
H -1.0793 0.0802 -0.9725
H -0.2437 1.3669 -1.9952
H -0.2467 1.3919 1.1014
H 0.5722 2.5624 -0.0896
H 0.8092 -1.6272 -0.3475
H 1.5588 -0.8852 1.1024
*
```

---

#y
C4H7NO | wB97M-V/def2-TZVPD

Properties
* HOMO-LUMO gap: 11.1 eV

```
! wB97M-V def2-TZVPD RIJCOSX def2/J DEFGRID3
* xyz 0 1
H -2.1054 2.3271 0.3274
N -1.4826 2.0288 -0.4197
C -1.2724 0.7900 -0.3225
O -0.4946 0.1645 -1.2325
C 0.0469 -1.0690 -0.7825
C 0.9528 -0.8879 0.4081
C 1.4703 0.2845 0.7613
H -1.6624 0.1219 0.4584
H -0.7613 -1.7810 -0.5525
H 0.5980 -1.4691 -1.6400
H 1.1544 -1.7812 0.9977
H 1.2780 1.1880 0.1876
H 2.0972 0.3789 1.6421
*
```

---

#z
C4H7NO | wB97M-V/def2-TZVPD

Properties
* HOMO-LUMO gap: 11.2 eV

```
! wB97M-V def2-TZVPD RIJCOSX def2/J DEFGRID3
* xyz 0 1
C -1.3435 -0.1379 0.0259
C -0.3083 0.9334 -0.1942
C 0.8160 -0.0532 -0.1486
C -0.1914 -1.2067 -0.0499
N 1.8137 -0.0341 0.7909
O 2.0299 -0.0531 -0.6549
H -2.0695 0.0459 0.7682
H -1.8518 -0.2840 -0.9180
H -0.3470 1.4614 -1.2318
H -0.3054 1.7880 0.4862
H -0.1086 -1.6911 0.9007
H -0.0157 -1.8209 -0.8929
H 1.8817 1.0523 1.1182
*
```

---

The winner here is #w, beating the second structure by 23.2 kJ/mol.

---

#w
C4H7NO | wB97M-V/def2-TZVPD

Properties
* HOMO-LUMO gap: 10.6 eV

```
! wB97M-V def2-TZVPD RIJCOSX def2/J DEFGRID3
* xyz 0 1
C -1.3646 -0.5980 0.5173
C 0.0367 -0.6818 -0.1017
C 0.3036 0.4170 -1.1411
N 0.9260 1.4798 -0.3417
C 1.3900 0.9066 0.6873
O 1.0957 -0.3934 0.9097
H -1.2799 -0.7449 1.5956
H -2.0265 -1.3768 0.1155
H -1.8496 0.3716 0.3395
H 0.2787 -1.6962 -0.4117
H 1.0320 0.1036 -1.9030
H -0.5819 0.8007 -1.6639
H 2.0399 1.4117 1.3982
*
```

---

#x
C4H7NO | wB97M-V/def2-TZVPD

Properties
* HOMO-LUMO gap: 11.0 eV

```
! wB97M-V def2-TZVPD RIJCOSX def2/J DEFGRID3
* xyz 0 1
C 0.5039 1.3166 0.5000
C -1.4399 0.5841 -1.5548
O -2.4788 0.4245 -1.1188
C 0.3249 -1.0875 -0.5319
C 0.5496 -0.2080 0.6813
N -0.4162 -2.1148 -0.6427
H 1.0932 1.6230 -0.3705
H 0.9275 1.8075 1.3844
H -0.5040 1.7163 0.3609
H 0.9119 -0.8147 -1.4157
H -0.1069 -0.5342 1.4981
H 1.5755 -0.4392 0.9866
H -0.9409 -2.2736 0.2231
*
```

---

The winner here is #w, beating the second structure by 48.0 kJ/mol.